Formula: C40H60F7N2O18S
Source: OMol25
Level of theory: ωB97M-V/def2-TZVPD

Its charge is +1. The LUMO energy comes out at -1.862 eV. The value obtained for the calculated total energy is -112143.9677 eV. Its orbital gap is 9.649 eV.

XYZ file:
```
128
C40H60F7N2O18S, DFT ωB97M-V/def2-TZVPD
C 0.77 1.41 3.26
S 0.60 1.32 1.50
O 1.95 1.36 0.97
O -0.36 2.27 1.02
C 0.05 -0.39 1.08
C 0.80 -1.44 1.90
N 0.07 -1.87 3.12
C -1.30 -2.31 2.76
C -2.08 -1.18 2.10
C -2.63 -0.17 3.17
F -2.06 -0.44 4.40
F -2.32 1.11 2.88
C -4.16 -0.30 3.42
F -4.48 0.41 4.51
F -4.41 -1.61 3.65
C -5.09 0.17 2.27
F -4.77 1.38 1.84
F -6.34 0.20 2.73
F -5.02 -0.70 1.25
N -1.39 -0.54 1.01
H 1.29 0.53 3.63
H -0.19 1.56 3.76
H 1.41 2.28 3.44
H 0.46 -0.47 0.07
H 1.78 -1.04 2.18
H 0.99 -2.32 1.28
H 0.56 -2.71 3.49
H 0.08 -1.17 3.86
H -1.18 -3.12 2.04
H -1.80 -2.72 3.64
H -2.97 -1.67 1.68
H -1.70 -0.88 0.11
O 0.11 -4.11 -0.73
C 1.14 -3.63 -1.12
O 1.38 -2.30 -0.97
C 2.64 -1.95 -1.58
C 3.43 -3.24 -1.61
C 2.33 -4.29 -1.79
H 2.45 -1.56 -2.58
H 3.11 -1.17 -0.97
H 4.18 -3.26 -2.40
H 3.93 -3.38 -0.66
H 2.07 -4.47 -2.83
H 2.54 -5.24 -1.30
O 1.06 -4.39 3.67
C 2.22 -4.60 3.39
O 2.79 -4.07 2.31
C 4.15 -4.57 2.16
C 4.54 -5.03 3.56
C 3.20 -5.47 4.13
H 4.12 -5.39 1.44
H 4.77 -3.77 1.76
H 5.31 -5.80 3.55
H 4.93 -4.18 4.12
H 2.97 -6.51 3.90
H 3.11 -5.32 5.21
O 1.32 -2.26 -4.22
C 0.36 -1.55 -4.07
O 0.49 -0.22 -3.96
C -0.78 0.37 -3.61
C -1.83 -0.63 -4.08
C -1.08 -1.95 -3.90
H -0.80 0.51 -2.53
H -0.87 1.34 -4.10
H -2.76 -0.56 -3.53
H -2.04 -0.46 -5.14
H -1.20 -2.35 -2.89
H -1.35 -2.72 -4.62
O 1.72 1.16 6.03
C 2.29 2.17 6.33
O 3.44 2.53 5.74
C 3.97 3.73 6.35
C 2.76 4.41 6.99
C 1.90 3.20 7.37
H 4.72 3.44 7.08
H 4.44 4.33 5.57
H 3.03 5.05 7.83
H 2.24 5.02 6.25
H 2.15 2.80 8.35
H 0.83 3.40 7.33
O -1.02 1.17 -6.59
C -0.55 2.21 -6.95
O -1.25 3.36 -6.94
C -0.47 4.43 -7.52
C 0.98 3.98 -7.39
C 0.85 2.46 -7.50
H -0.78 4.54 -8.56
H -0.69 5.34 -6.98
H 1.63 4.42 -8.13
H 1.36 4.24 -6.40
H 0.87 2.11 -8.53
H 1.58 1.91 -6.92
O 5.78 -2.28 0.21
C 6.27 -1.19 0.12
O 7.38 -0.96 -0.60
C 7.80 0.41 -0.45
C 6.55 1.17 -0.03
C 5.80 0.10 0.77
H 8.59 0.44 0.30
H 8.21 0.74 -1.40
H 6.77 2.07 0.53
H 5.97 1.44 -0.90
H 6.10 0.08 1.82
H 4.72 0.19 0.71
O -2.93 0.78 -1.46
C -3.23 1.94 -1.64
O -3.34 2.46 -2.87
C -3.61 3.88 -2.78
C -4.20 4.09 -1.38
C -3.49 2.99 -0.59
H -2.66 4.41 -2.91
H -4.29 4.15 -3.58
H -4.04 5.09 -1.00
H -5.27 3.89 -1.41
H -2.53 3.31 -0.18
H -4.09 2.54 0.19
O -6.90 2.36 -2.36
C -7.27 1.23 -2.35
O -8.08 0.72 -3.31
C -8.45 -0.63 -2.99
C -7.37 -1.13 -2.04
C -6.98 0.16 -1.31
H -9.44 -0.61 -2.53
H -8.51 -1.19 -3.92
H -7.71 -1.93 -1.39
H -6.52 -1.50 -2.61
H -7.61 0.35 -0.44
H -5.93 0.20 -1.03
```

Formula: C40H60FGeN3O3PtS2Si4
Source: OMol25
Level of theory: ωB97M-V/def2-TZVPD

Its charge is +1. The value obtained for the energy relative to the best compared isomer or geometry (same formula, charge and spin) is 3.7259 eV. The LUMO energy (alpha / beta) comes out at -3.313 / -3.313 eV. Its multiplicity is 2. The value obtained for the calculated total energy is -168723.4857 eV. Its orbital gap (alpha / beta) is 4.514 / 4.592 eV.

XYZ file:
```
115
C40H60FGeN3O3PtS2Si4, DFT ωB97M-V/def2-TZVPD
Pt -0.46 0.42 0.18
S 0.89 2.14 1.13
C 0.03 2.47 2.61
C 0.48 3.52 3.42
C -0.17 3.82 4.60
C -1.30 3.10 4.98
C -1.75 2.07 4.19
C -1.08 1.73 3.00
S -1.66 0.37 2.08
H 1.34 4.10 3.10
H 0.20 4.63 5.22
H -1.83 3.35 5.90
H -2.63 1.49 4.46
F 3.56 -7.35 -0.50
C 3.23 -6.43 -1.43
C 2.55 -5.32 -1.07
C 2.16 -4.39 -2.04
C 1.48 -3.15 -1.64
O 1.17 -3.01 -0.44
C 1.14 -2.24 -2.69
C 1.37 -2.63 -3.98
N 1.97 -3.78 -4.35
C 2.04 -4.13 -5.76
C 0.82 -3.94 -6.60
C 1.26 -5.32 -6.23
C 2.45 -4.65 -3.38
C 3.20 -5.78 -3.73
C 3.61 -6.66 -2.76
N 4.40 -7.80 -3.14
C 3.64 -9.04 -3.34
C 4.57 -10.05 -4.05
N 5.83 -9.31 -4.39
C 6.56 -8.94 -3.14
C 5.57 -8.09 -2.29
C 0.53 -0.84 -2.52
O -0.14 -0.41 -3.44
O 0.88 -0.26 -1.43
H 2.27 -5.15 -0.03
H 1.08 -1.97 -4.78
H 3.00 -3.92 -6.21
H 0.96 -3.61 -7.61
H -0.08 -3.56 -6.13
H 1.70 -5.95 -6.99
H 0.68 -5.85 -5.49
H 3.47 -5.98 -4.76
H 2.77 -8.81 -3.96
H 3.28 -9.45 -2.39
H 4.13 -10.44 -4.97
H 4.83 -10.88 -3.40
H 5.49 -8.40 -4.75
H 6.41 -9.79 -5.07
H 7.45 -8.38 -3.42
H 6.86 -9.84 -2.62
H 6.03 -7.16 -1.98
H 5.29 -8.64 -1.39
C -2.87 0.88 -2.20
Si -2.03 1.88 -0.88
C -3.32 2.56 0.27
C -1.04 3.29 -1.58
C -1.20 4.59 -1.09
C -0.43 5.63 -1.59
C 0.53 5.39 -2.57
C 0.69 4.10 -3.06
C -0.08 3.06 -2.57
H -3.50 1.56 -2.80
H -3.51 0.10 -1.77
H -2.15 0.41 -2.88
H -3.94 3.29 -0.27
H -2.88 3.06 1.13
H -3.97 1.76 0.64
H -1.94 4.79 -0.33
H -0.56 6.63 -1.19
H 1.14 6.20 -2.94
H 1.44 3.91 -3.82
H 0.05 2.06 -2.96
C 3.69 -2.48 3.88
Si 2.32 -1.26 3.44
C 0.82 -1.56 4.53
C 2.89 0.50 3.80
Ge 1.24 -1.42 0.98
Si -0.53 -3.18 1.72
C -1.30 -4.03 0.23
C 0.64 -4.39 2.57
C -1.95 -2.74 2.83
Si 3.50 -0.96 -0.05
C 4.14 0.61 0.72
C 4.44 -2.48 0.55
C 3.85 -0.87 -1.89
H 3.77 -2.56 4.97
H 4.66 -2.14 3.52
H 3.51 -3.48 3.49
H 1.00 -1.18 5.54
H 0.56 -2.62 4.62
H -0.04 -1.03 4.12
H 2.27 0.91 4.60
H 2.78 1.16 2.94
H 3.93 0.52 4.12
H -0.55 -4.54 -0.37
H -1.81 -3.30 -0.41
H -2.04 -4.76 0.57
H 1.67 -4.03 2.56
H 0.60 -5.36 2.07
H 0.35 -4.53 3.61
H -2.70 -2.16 2.30
H -1.65 -2.16 3.70
H -2.40 -3.67 3.18
H 4.49 0.44 1.74
H 3.37 1.38 0.75
H 4.97 0.99 0.13
H 4.80 -2.36 1.56
H 5.31 -2.65 -0.10
H 3.82 -3.38 0.52
H 3.24 -0.11 -2.39
H 3.69 -1.82 -2.39
H 4.90 -0.60 -2.02
```

Formula: C40H61As3FN4OPSe2SiTi
Source: OMol25
Level of theory: ωB97M-V/def2-TZVPD

Its charge is -2. The value obtained for the energy relative to the best compared isomer or geometry (same formula, charge and spin) is 0.0000 eV. The LUMO energy comes out at 3.719 eV. The value obtained for the calculated total energy is -406691.9145 eV. Its orbital gap is 5.398 eV.

XYZ file:
```
115
C40H61As3FN4OPSe2SiTi, DFT ωB97M-V/def2-TZVPD
Ti 0.12 0.47 -0.44
C -2.44 3.35 -1.76
As -2.20 1.71 -0.72
C -2.87 2.39 0.97
C -3.83 0.70 -1.18
C -3.90 -0.14 -2.48
C -3.38 0.68 -3.66
C -3.11 -1.45 -2.31
As -1.15 -1.30 -2.24
C -0.70 -1.45 -4.14
C -0.73 -3.12 -1.72
C -5.39 -0.49 -2.65
As -6.22 -1.35 -4.24
C -4.83 -2.40 -5.15
C -6.22 0.17 -5.49
H -3.49 3.65 -1.77
H -2.06 3.22 -2.77
H -1.85 4.13 -1.27
H -3.86 2.83 0.84
H -2.18 3.15 1.35
H -2.90 1.56 1.68
H -4.62 1.46 -1.20
H -4.00 0.06 -0.32
H -2.35 1.00 -3.50
H -3.99 1.58 -3.80
H -3.40 0.10 -4.58
H -3.35 -2.14 -3.11
H -3.40 -1.93 -1.36
H -1.27 -2.26 -4.60
H 0.36 -1.68 -4.21
H -0.89 -0.51 -4.65
H -1.22 -3.83 -2.38
H -1.04 -3.27 -0.69
H 0.35 -3.25 -1.77
H -5.99 0.43 -2.57
H -5.70 -1.12 -1.81
H -4.62 -3.31 -4.58
H -3.91 -1.86 -5.31
H -5.25 -2.69 -6.11
H -6.78 0.99 -5.06
H -6.72 -0.14 -6.41
H -5.22 0.51 -5.74
Se -0.90 -0.77 1.27
P 3.13 -3.51 -0.07
Se 4.84 -4.50 -1.05
C 1.95 -4.83 0.47
C 2.09 -6.17 0.11
C 1.13 -7.10 0.48
C 0.01 -6.72 1.21
C -0.14 -5.38 1.57
C 0.82 -4.45 1.20
C 3.66 -2.98 1.62
C 3.00 -1.90 2.21
C 3.33 -1.47 3.49
C 4.34 -2.11 4.19
C 5.02 -3.18 3.61
C 4.68 -3.61 2.33
H 2.97 -6.46 -0.45
H 1.25 -8.14 0.19
H -0.74 -7.45 1.49
H -1.01 -5.06 2.13
H 0.67 -3.40 1.46
H 2.22 -1.39 1.66
H 2.81 -0.63 3.92
H 4.61 -1.77 5.18
H 5.82 -3.67 4.15
H 5.22 -4.42 1.85
C 0.35 4.54 2.10
Si 0.91 3.51 3.56
C 1.30 4.74 4.95
C 2.43 2.52 3.15
N 1.02 1.86 0.11
C 2.09 2.56 -0.38
C 1.97 3.75 -1.12
C 3.07 4.37 -1.68
C 4.35 3.84 -1.53
C 4.50 2.67 -0.79
C 3.40 2.07 -0.24
F 3.58 0.93 0.46
H 1.14 5.21 1.76
H -0.52 5.14 2.37
H 0.09 3.89 1.26
H 1.50 4.25 5.90
H 0.47 5.43 5.09
H 2.18 5.33 4.68
H 2.19 1.69 2.48
H 3.20 3.13 2.66
H 2.87 2.11 4.06
H 0.97 4.15 -1.27
H 2.93 5.28 -2.26
H 5.20 4.31 -1.98
H 5.47 2.21 -0.65
N 3.54 -1.00 -2.36
C 2.45 -0.22 -2.40
O 1.57 -0.37 -1.50
C 2.26 0.73 -3.45
C 1.04 1.43 -3.48
N 0.01 1.95 -3.48
C 3.23 0.92 -4.46
N 4.04 1.03 -5.27
H 4.21 -0.98 -3.10
H 3.57 -1.75 -1.67
C -1.39 0.20 4.99
C -0.18 1.12 4.90
C 0.28 1.52 6.31
C -0.49 2.34 4.02
H -1.18 -0.68 5.60
H -1.68 -0.13 3.99
H -2.24 0.73 5.44
H 0.63 0.56 4.42
H -0.47 2.14 6.80
H 1.22 2.07 6.29
H 0.44 0.63 6.92
H -0.84 1.94 3.05
H -1.33 2.91 4.45
```

Formula: C40H61F4N5OSi3Ti
Source: OMol25
Level of theory: ωB97M-V/def2-TZVPD

Its charge is +1. The LUMO energy (alpha / beta) comes out at -2.651 / -2.612 eV. Its multiplicity is 2. The value obtained for the calculated total energy is -109580.6693 eV. Its orbital gap (alpha / beta) is 6.931 / 6.994 eV.

XYZ file:
```
115
C40H61F4N5OSi3Ti, DFT ωB97M-V/def2-TZVPD
Ti -0.22 0.08 0.34
C 0.66 5.33 1.01
C 1.43 4.20 0.35
N 1.40 2.94 1.09
C 2.03 3.09 2.41
C 1.09 3.45 3.56
C 2.16 1.91 0.36
C 1.93 1.75 -1.13
N 0.60 1.22 -1.50
C 0.05 1.82 -2.59
C -1.34 1.80 -2.90
F -2.18 1.05 -2.17
C -1.93 2.53 -3.91
F -3.27 2.46 -4.02
C -1.21 3.31 -4.78
C 0.16 3.26 -4.61
F 0.95 3.90 -5.48
C 0.77 2.52 -3.62
F 2.10 2.41 -3.73
H 0.63 6.19 0.34
H -0.37 5.03 1.23
H 1.12 5.66 1.95
H 1.01 4.03 -0.64
H 2.48 4.52 0.20
H 2.53 2.15 2.67
H 2.83 3.84 2.34
H 0.21 3.99 3.22
H 0.75 2.56 4.09
H 1.60 4.08 4.30
H 3.23 2.10 0.47
H 1.96 0.94 0.83
H 2.12 2.71 -1.58
H 2.74 1.10 -1.48
H -1.67 3.90 -5.56
C 1.08 -4.22 -1.01
Si 2.11 -2.78 -0.31
C 3.71 -3.69 0.10
C 2.68 -1.69 -1.76
C 1.24 -1.74 0.98
Si 2.62 -1.29 2.22
C 1.98 -0.27 3.68
C 4.04 -0.32 1.42
C 3.50 -2.77 3.03
Si 0.00 -2.73 1.98
C -1.17 -3.98 1.22
C 0.57 -3.73 3.48
C -1.04 -1.34 2.80
C -1.80 -1.56 3.95
C -2.39 -0.50 4.61
C -2.18 0.78 4.13
C -1.43 0.94 2.98
N -0.90 -0.09 2.30
H 1.45 -4.50 -2.00
H 0.00 -4.06 -1.07
H 1.22 -5.09 -0.36
H 4.05 -4.18 -0.81
H 3.59 -4.46 0.87
H 4.51 -3.01 0.43
H 2.75 -2.26 -2.70
H 3.70 -1.33 -1.55
H 2.05 -0.82 -1.92
H 1.21 0.44 3.40
H 2.81 0.28 4.13
H 1.56 -0.92 4.45
H 4.10 0.71 1.79
H 3.98 -0.28 0.33
H 4.98 -0.81 1.68
H 2.98 -3.72 2.88
H 3.59 -2.61 4.11
H 4.50 -2.88 2.63
H -0.67 -4.95 1.17
H -1.54 -3.74 0.22
H -2.04 -4.08 1.88
H 1.21 -4.55 3.16
H -0.30 -4.18 3.98
H 1.12 -3.15 4.22
H -1.90 -2.57 4.32
H -2.99 -0.67 5.50
H -2.57 1.65 4.64
H -1.24 1.92 2.58
C 0.42 -2.09 -4.85
N -0.84 -2.12 -4.05
C -1.87 -1.24 -4.67
C -0.53 -1.81 -2.60
C -1.70 -1.95 -1.65
C -2.73 -2.83 -1.99
C -3.87 -2.93 -1.21
C -3.96 -2.16 -0.07
C -2.89 -1.36 0.31
C -1.71 -1.22 -0.44
H 0.20 -2.31 -5.89
H 1.12 -2.82 -4.45
H 0.85 -1.10 -4.76
H -1.20 -3.07 -4.06
H -1.45 -0.24 -4.75
H -2.75 -1.21 -4.04
H -2.12 -1.62 -5.65
H -0.12 -0.81 -2.56
H 0.27 -2.50 -2.33
H -2.67 -3.45 -2.88
H -4.67 -3.61 -1.49
H -4.85 -2.21 0.55
H -2.99 -0.85 1.26
O -1.37 1.69 0.37
N -2.39 2.44 0.09
C -2.18 3.64 -0.47
C -3.24 4.46 -0.79
C -4.53 4.04 -0.54
C -4.72 2.80 0.05
C -3.63 2.02 0.37
H -1.14 3.88 -0.64
H -3.04 5.42 -1.25
H -5.38 4.66 -0.81
H -5.71 2.43 0.27
H -3.70 1.04 0.81
```